Formula: C22H17HoO4P
Source: the OMol25 dataset
Level of theory: ωB97M-V/def2-TZVPD

Values from the calculation:
charge = +3
multiplicity = 5
Kohn-Sham gap (spin up / spin down) = 3.717 / 3.888 eV

XYZ file:
```
45
Properties=species:S:1:pos:R:3:forces:R:3:lowdin_charge:R:1
Ho 2.8441 -1.4316 -1.0474 0.619 -1.297 -0.255 1.246
O 0.8599 -4.0919 0.1576 2.823 4.363 -1.703 0.212
C 1.4509 -3.1680 -0.2166 -3.285 -5.461 2.137 -0.058
C 2.9067 0.8992 -1.3222 0.584 7.813 -0.827 -0.047
O 3.0078 2.0493 -1.4672 -0.350 -5.910 0.809 0.228
C 1.3851 -1.2374 -2.8939 -4.241 0.416 -5.783 -0.052
O 0.6970 -1.1619 -3.8215 3.219 -0.549 4.267 0.227
C 3.4803 -0.8037 1.1639 2.020 2.112 6.805 0.000
O 3.8161 -0.4856 2.2255 -1.330 -1.726 -5.211 0.222
H 4.9511 -2.7114 -1.9379 0.123 0.416 -0.114 0.093
H 5.1680 -1.9933 -2.1171 -0.131 -0.416 0.095 0.092
C -3.0007 -2.5675 2.4774 0.224 0.065 -0.236 -0.013
C -2.4740 -3.1083 1.2970 -0.156 0.051 -0.165 -0.039
C -1.5648 -2.3823 0.5317 0.043 -0.046 0.380 -0.149
C -1.1149 -1.1242 0.9583 0.025 -1.030 -0.301 -0.375
C -1.7110 -0.5455 2.0920 0.345 0.119 0.079 -0.056
C -2.6211 -1.2785 2.8622 -0.066 0.057 -0.326 -0.021
P 0.1533 -0.3038 -0.0962 -2.497 1.731 1.247 1.056
C -0.9052 0.4882 -1.3807 0.247 -0.253 -0.608 -0.365
C -0.2594 1.2667 -2.3488 0.084 -0.335 -0.253 -0.183
C -0.8993 1.6423 -3.5216 0.011 0.225 -0.078 -0.049
C -2.2245 1.2555 -3.7488 0.153 -0.133 0.245 -0.012
C -2.9216 0.5846 -2.7359 0.128 0.165 0.092 -0.014
C -2.2841 0.2311 -1.5380 0.327 -0.343 0.041 -0.030
C 0.5824 1.0850 1.0168 0.639 -0.057 -0.305 -0.410
C 0.4078 2.4182 0.6286 0.177 0.073 -0.084 -0.070
C 0.9627 3.4365 1.4036 -0.122 -0.024 0.132 -0.023
C 1.6339 3.1344 2.5937 -0.033 -0.165 -0.110 -0.010
C 1.7005 1.8051 3.0336 -0.063 0.029 0.172 -0.043
C 1.1701 0.7821 2.2540 0.275 0.173 -0.186 -0.161
H -3.7284 -3.1331 3.0669 0.352 0.204 -0.195 0.135
H -2.7817 -4.0910 0.9452 -0.051 0.201 0.148 0.126
H -1.2144 -2.7793 -0.4212 -0.153 -0.082 0.195 0.093
H -1.4865 0.4863 2.3611 0.036 -0.350 0.120 0.119
H -3.0541 -0.8241 3.7546 0.113 -0.091 -0.305 0.131
H 0.7859 1.5438 -2.2037 -0.346 0.027 -0.177 0.061
H -0.3452 2.2236 -4.2602 -0.275 -0.136 0.133 0.130
H -2.6973 1.4695 -4.7108 0.081 0.002 0.419 0.135
H -3.9693 0.3201 -2.8880 0.297 0.120 0.133 0.133
H -2.8379 -0.2638 -0.7342 0.165 0.039 -0.471 0.119
H -0.1740 2.6586 -0.2641 0.357 0.004 0.278 0.113
H 0.8559 4.4694 1.0744 0.006 -0.220 0.166 0.132
H 2.0897 3.9319 3.1845 -0.203 -0.269 -0.160 0.134
H 2.1576 1.5605 3.9944 -0.130 0.165 -0.254 0.131
H 1.2026 -0.2558 2.5990 -0.042 0.321 0.012 0.112
```
Forces are in eV/Å.


Formula: C14H25ClIIrN2OP2
Source: the OMol25 dataset
Level of theory: ωB97M-V/def2-TZVPD

Values from the calculation:
charge = +3
energy relative to the best compared isomer or geometry (same formula, charge and spin) = 39.32 kcal/mol
multiplicity = 6
Kohn-Sham gap (spin up / spin down) = 4.988 / 3.857 eV

XYZ file:
```
47
Properties=species:S:1:pos:R:3:forces:R:3:lowdin_charge:R:1
C -0.0456 0.0382 -5.2967 -0.016 -0.145 -0.229 -0.049
C -0.0031 0.3800 -3.8467 0.256 4.084 0.377 -0.639
H -0.0561 0.9604 -5.8965 -0.024 -0.209 0.349 0.125
H -0.9499 -0.5516 -5.5071 0.258 0.032 0.023 0.111
H 0.8397 -0.5606 -5.5554 -0.259 0.029 0.066 0.111
O -0.0107 1.4681 -3.3187 -0.031 -3.726 -1.084 0.043
I 0.0525 -1.5238 -2.6231 0.008 -1.421 -4.293 1.071
Ir -0.0051 -0.8876 -0.2489 -1.312 0.732 1.604 0.538
P 1.9203 0.2650 -0.4034 3.055 0.273 -0.232 0.578
C 2.1457 1.5721 0.8291 0.031 0.060 -0.007 -0.209
C 3.1586 -1.0682 -0.1109 0.200 0.031 0.110 -0.230
H 4.0075 -0.9000 -0.7882 -0.126 -0.135 0.283 0.075
H 3.6347 1.3006 -1.7140 -0.297 -0.108 -0.014 0.089
H 2.7214 -2.0543 -0.3253 0.247 0.246 0.069 0.046
H 2.6135 0.2433 -2.7403 0.087 0.221 0.275 0.047
H 1.8241 1.2460 1.8242 0.073 0.213 -0.169 0.027
H 3.5272 -1.0481 0.9223 0.092 -0.058 -0.280 0.052
C 2.6029 0.9851 -1.9297 -0.489 0.277 -0.118 -0.237
H 3.2090 1.8445 0.8597 -0.236 0.062 0.042 0.087
H 2.0005 1.8491 -2.2309 0.323 -0.141 -0.007 0.052
H 1.5468 2.4365 0.5147 0.199 -0.086 0.189 0.072
P -2.0699 0.1531 -0.4620 -2.877 0.748 -0.400 0.621
C -2.2246 1.5396 0.6981 -0.038 -0.013 0.134 -0.214
C -2.7005 0.8794 -2.0049 0.386 0.267 -0.343 -0.235
H -3.0915 -2.0500 -0.5543 -0.196 0.353 0.078 0.003
H -4.3119 -0.7440 -0.6828 0.218 -0.010 0.245 0.078
H -3.6278 -1.1835 0.9036 -0.118 -0.020 -0.212 0.051
C -3.4031 -1.0736 -0.1616 -0.066 -0.152 0.114 -0.238
H -2.6802 0.1410 -2.8165 -0.082 0.145 0.213 0.054
H -3.7433 1.1880 -1.8296 0.363 -0.102 0.031 0.088
H -3.2776 1.8400 0.7634 0.188 0.021 0.001 0.087
H -1.6278 2.3744 0.3132 -0.142 -0.079 0.117 0.069
H -2.1005 1.7503 -2.2887 -0.248 -0.162 0.009 0.052
H -1.8648 1.2753 1.6961 -0.076 0.158 -0.063 0.029
Cl -0.8369 -3.1058 -0.1635 0.486 -0.588 0.658 0.041
N 3.4165 -0.3314 5.1776 -0.740 -0.054 -0.388 0.353
C 2.3690 -0.4662 4.6701 -0.775 -0.254 -0.413 -0.014
C 1.0940 -0.6560 4.0175 1.909 0.168 1.983 -0.097
C -0.1100 -0.5257 4.7073 -1.330 0.208 0.570 0.087
C -1.2805 -0.7124 3.9891 0.323 0.274 1.160 0.081
C -1.2123 -1.0037 2.6262 -0.219 0.330 -0.389 -0.054
N -0.0573 -0.9954 1.9456 1.444 -1.379 1.397 -0.122
C 1.0815 -0.9819 2.6541 -0.502 0.073 -1.827 -0.017
H -0.1139 -0.2828 5.7719 -0.058 -0.050 -0.294 0.169
H -2.2602 -0.6235 4.4419 0.076 -0.106 0.218 0.156
H -2.1159 -1.2075 2.0453 0.368 -0.077 0.290 0.097
H 2.0152 -1.1922 2.1287 -0.332 0.069 0.157 0.113
```
Forces are in eV/Å.


Formula: C29H31CeCl4F3N5O2SSi
Source: the OMol25 dataset
Level of theory: ωB97M-V/def2-TZVPD

Values from the calculation:
charge = -1
energy relative to the best compared isomer or geometry (same formula, charge and spin) = 23.00 kcal/mol
multiplicity = 1
Kohn-Sham gap = 6.481 eV

XYZ file:
```
77
Properties=species:S:1:pos:R:3:forces:R:3:lowdin_charge:R:1
Ce 0.0331 1.0328 0.4553 -0.705 0.889 -0.665 1.192
Cl -3.7976 7.1662 -0.2171 0.035 0.056 0.340 0.632
C -2.5186 6.0091 -0.3344 0.135 -0.402 -0.957 -0.712
C -1.6228 6.1175 -1.4171 -0.801 0.822 0.803 -0.724
Cl -1.6034 7.5302 -2.4256 -0.119 -0.098 0.155 0.632
C -0.7540 5.0983 -1.6591 1.055 -1.244 0.218 -0.626
Cl 0.3585 5.1799 -2.9771 0.180 -0.101 -0.132 0.682
C -0.7005 3.9429 -0.8438 0.412 -1.458 -0.649 -0.374
O 0.0912 2.8945 -1.0910 -0.107 0.767 0.616 -0.240
C -1.6317 3.7443 0.1935 -0.243 0.868 -0.243 -0.355
O -1.5826 2.5392 0.7963 -0.178 1.178 -0.149 -0.250
C -2.5380 4.8286 0.4118 0.410 -1.342 0.083 -0.619
Cl -3.8100 4.5237 1.5189 -0.325 0.056 0.488 0.699
C 1.3729 4.6167 2.0156 -0.379 -1.676 -1.037 0.001
C 2.0824 3.3713 2.4928 -0.770 -0.694 -0.460 -0.283
C 2.9819 3.4015 3.5277 0.623 -0.986 0.447 -0.047
C 3.4162 2.1443 4.0116 -1.092 -1.184 -1.545 -0.035
C 3.0941 0.9173 3.3631 1.352 1.637 1.091 -0.026
C 2.4203 1.0187 2.1321 -1.688 0.083 -0.383 -0.430
N 1.7703 2.1931 1.8490 1.043 1.339 0.346 0.045
N 2.1108 0.0502 1.2077 -0.177 1.093 0.851 -0.147
Si 2.7479 -1.5071 1.4411 0.125 -1.366 -1.201 0.288
C 2.5593 -2.6273 -0.0452 -0.516 -0.591 0.245 -0.179
C 2.1560 -2.5166 2.8607 -1.384 -1.083 -0.065 -0.159
C 4.5688 -1.3426 1.4693 2.552 0.234 1.335 -0.193
H 1.8231 5.5377 2.3106 0.220 0.494 0.498 0.071
H 0.2962 4.5623 2.2180 0.229 0.162 0.347 0.096
H 1.4272 4.5235 0.9359 -0.041 0.416 -0.413 0.076
H 3.3423 4.3399 3.9574 -0.373 -0.385 -0.029 0.108
H 3.9477 2.0633 4.9234 0.638 0.126 0.736 0.088
H 3.5017 -0.0135 3.8011 -0.552 0.668 -0.526 0.095
H 1.5126 -2.9534 -0.0815 0.262 -0.316 -0.049 0.006
H 3.2621 -3.4942 0.0042 -0.605 0.578 0.107 0.048
H 2.7327 -2.1258 -0.9728 0.317 0.415 -0.798 0.001
H 1.0221 -2.5939 2.9165 1.354 0.462 0.110 0.063
H 2.5830 -2.0392 3.7220 -0.201 -0.084 0.965 0.003
H 2.4996 -3.5805 2.8025 0.049 0.897 -0.013 0.047
H 5.0306 -0.7658 2.3373 -0.649 -0.682 -0.955 0.038
H 4.9425 -0.8110 0.5672 -0.253 -0.531 0.326 0.041
H 5.0221 -2.3752 1.5347 -0.299 0.991 -0.290 0.046
N -1.7237 0.6096 -1.7389 0.081 0.762 1.138 -0.007
C -1.4383 0.6766 -3.1521 -0.873 0.997 -1.717 -0.247
C -0.5964 -0.5075 -3.6882 -0.522 -0.406 0.912 -0.167
C 0.8828 -0.2269 -3.8815 0.773 0.404 0.272 -0.204
C 1.5266 0.8884 -3.0528 0.228 0.035 0.567 -0.200
N 1.5702 0.6441 -1.5595 -0.191 -1.022 -0.976 -0.035
H -2.1083 -0.2733 -1.4871 -0.397 -0.790 0.262 0.045
H -2.3844 1.3454 -1.4430 0.471 -0.430 -0.347 0.109
H -0.9460 1.6612 -3.2793 -0.156 -0.563 -0.323 0.105
H -2.4025 0.7292 -3.7488 0.909 -0.056 0.517 0.122
H -0.9909 -0.9464 -4.6302 -0.049 0.430 0.646 0.113
H -0.6985 -1.2861 -2.8916 0.089 0.306 -0.668 0.094
H 1.1895 -0.0572 -4.9165 -0.529 0.427 -0.159 0.107
H 1.4463 -1.1176 -3.6732 0.248 -0.759 0.372 0.096
H 1.0109 1.8471 -3.1662 0.291 -0.088 -0.173 0.084
H 2.5643 0.9598 -3.4458 -0.531 0.243 0.390 0.119
H 2.4698 0.9480 -1.2042 -0.042 -0.197 0.172 0.089
H 1.4605 -0.3625 -1.3413 0.551 0.434 -0.367 0.044
S -0.2944 0.3304 5.4899 -0.029 0.005 -1.253 0.454
C -0.4674 0.3901 3.8482 -0.326 0.044 -0.217 -0.890
N -0.6431 0.4407 2.6734 0.397 -0.109 1.359 -0.037
F -6.1904 -6.4735 -0.4034 0.425 0.054 -0.754 0.126
C -4.9283 -6.7790 -0.8058 0.714 -0.650 1.183 -0.569
F -4.5200 -7.7376 0.0641 -0.041 -0.200 0.462 0.109
F -4.9500 -7.4237 -1.9800 -0.482 0.748 -0.381 0.136
C -3.9584 -5.6344 -0.7155 0.014 1.497 -0.801 -0.121
C -3.2991 -5.1060 -1.8452 -0.058 -0.802 0.328 -0.024
C -2.3975 -4.0658 -1.7158 -0.346 -0.008 -0.002 -0.020
C -2.2278 -3.4365 -0.4574 0.965 0.929 -1.003 -0.249
C -2.9332 -3.8575 0.6443 -1.207 -1.498 0.843 -0.011
C -3.7765 -4.9647 0.4949 0.228 0.143 -0.573 -0.012
C -1.3363 -2.3239 -0.2974 0.066 -0.505 0.131 -0.147
C -0.5427 -1.4603 0.0397 0.178 0.859 -0.137 -0.090
H -3.4435 -5.5569 -2.8233 -0.033 -0.008 0.157 0.112
H -1.8745 -3.7573 -2.6374 -0.139 0.156 0.882 0.118
H -2.8807 -3.4377 1.6705 0.321 0.077 -1.142 0.141
H -4.3187 -5.2791 1.3439 -0.535 -0.470 0.852 0.105
```
Forces are in eV/Å.


What is the multiplicity in the first record? 5


What is the formula in the second record? C14H25ClIIrN2OP2


multiplicity of number 3 (C29H31CeCl4F3N5O2SSi)? 1


Which formula does entry 1 have? C22H17HoO4P